Entry from OMol25: a single C4H5NO2 molecule (ωB97M-V/def2-TZVPD).

## Properties
Maximum force ... 0.5 eV/Å
Charge ... 0
HOMO level ... -10.07 eV
Calculated total energy ... -360.5860 Eh
LUMO energy ... 0.7 eV
Energy above the lowest of the compared OMol25 structures with the same formula, charge and spin ... 219.06 kJ/mol
Frontier orbital gap ... 10.74 eV

Element x y z (Å)
O  -1.79  1.60  -0.81
C  -0.64  1.24  -0.83
C  0.08  0.84  0.44
C  -0.42  -0.30  1.22
N  0.87  -0.40  0.53
C  0.90  -1.23  -0.62
O  -0.06  -1.76  -1.13
H  -0.06  1.25  -1.77
H  0.54  1.69  0.95
H  -1.24  -0.86  0.80
H  -0.33  -0.29  2.30
H  1.93  -1.38  -0.98

=====

Entry from OMol25: a single C4H5NO2 molecule (ωB97M-V/def2-TZVPD).

## Properties
Maximum force ... 0.5 eV/Å
Charge ... 0
HOMO level ... -10.09 eV
Calculated total energy ... -360.5890 Eh
LUMO energy ... 0.8 eV
Energy above the lowest of the compared OMol25 structures with the same formula, charge and spin ... 211.20 kJ/mol
Frontier orbital gap ... 10.93 eV

Element x y z (Å)
O  2.55  -0.03  -0.75
C  1.37  -0.24  -0.63
C  0.63  0.31  0.55
C  -0.47  1.20  0.06
N  -0.78  0.04  0.85
C  -1.24  -1.16  0.27
O  -1.61  -1.32  -0.86
H  0.77  -0.71  -1.45
H  1.25  0.54  1.41
H  -0.70  1.16  -1.00
H  -0.57  2.17  0.53
H  -1.20  -1.97  1.02

=====

Entry from OMol25: a single C4H5NO2 molecule (ωB97M-V/def2-TZVPD).

## Properties
Maximum force ... 0.3 eV/Å
Charge ... 0
HOMO level ... -8.77 eV
Calculated total energy ... -360.5238 Eh
LUMO energy ... 0.5 eV
Energy above the lowest of the compared OMol25 structures with the same formula, charge and spin ... 382.23 kJ/mol
Frontier orbital gap ... 9.27 eV

Element x y z (Å)
N  1.80  1.30  0.03
C  0.59  0.61  0.07
C  -0.03  -0.12  -0.99
C  -0.89  -1.00  -0.22
O  -1.74  -1.90  -0.78
C  -0.70  -0.81  1.11
O  0.22  0.17  1.34
H  1.82  2.17  0.55
H  2.12  1.44  -0.93
H  -0.37  1.18  -0.44
H  -1.63  -1.80  -1.73
H  -1.18  -1.22  1.99

=====

Entry from OMol25: a single C4H5NO2 molecule (ωB97M-V/def2-TZVPD).

## Properties
Maximum force ... 0.6 eV/Å
Charge ... 0
HOMO level ... -10.12 eV
Calculated total energy ... -360.6223 Eh
LUMO energy ... 0.7 eV
Energy above the lowest of the compared OMol25 structures with the same formula, charge and spin ... 123.81 kJ/mol
Frontier orbital gap ... 10.83 eV

Element x y z (Å)
O  2.67  -0.09  -0.86
C  1.47  -0.18  -0.92
C  0.56  0.01  0.28
C  -0.62  0.99  0.09
N  -1.78  0.26  0.60
C  -1.40  -0.94  0.73
O  -0.10  -1.26  0.48
H  0.94  -0.44  -1.86
H  1.17  0.23  1.16
H  -0.80  1.22  -0.97
H  -0.48  1.93  0.62
H  -2.02  -1.78  1.03

=====

Entry from OMol25: a single C4H5NO2 molecule (ωB97M-V/def2-TZVPD).

## Properties
Maximum force ... 1.1 eV/Å
Charge ... 0
HOMO level (spin up / spin down) ... -8.33 / -8.50 eV
Calculated total energy ... -360.5165 Eh
LUMO energy (spin up / spin down) ... -0.6 / -0.7 eV
Energy above the lowest of the compared OMol25 structures with the same formula, charge and spin ... 401.52 kJ/mol
Frontier orbital gap (spin up / spin down) ... 7.73 / 7.81 eV

Element x y z (Å)
O  1.23  -2.08  0.56
C  0.42  -1.55  1.27
C  -0.05  -0.11  1.08
O  -0.41  0.54  2.03
N  -0.01  0.42  -0.22
C  -0.31  1.70  -0.53
C  -0.02  -0.27  -1.40
H  0.02  -2.01  2.19
H  0.29  2.19  -1.27
H  -1.11  2.22  0.01
H  -0.88  -0.15  -2.04
H  0.82  -0.90  -1.68

=====

Entry from OMol25: a single C4H5NO2 molecule (ωB97M-V/def2-TZVPD).

## Properties
Maximum force ... 1.6 eV/Å
Charge ... 0
HOMO level ... -7.46 eV
Calculated total energy ... -360.4902 Eh
LUMO energy ... 0.5 eV
Energy above the lowest of the compared OMol25 structures with the same formula, charge and spin ... 470.65 kJ/mol
Frontier orbital gap ... 7.99 eV

Element x y z (Å)
C  1.20  0.65  -0.17
C  0.00  1.26  -0.14
C  1.40  -0.73  -0.46
C  -1.27  -0.74  0.20
N  -1.19  0.56  -0.09
O  2.29  -1.42  0.17
O  -2.53  -1.18  -0.06
H  2.09  1.28  -0.13
H  -0.11  2.34  -0.08
H  -2.04  1.08  -0.32
H  2.73  -0.98  0.93
H  -2.58  -2.12  0.16

=====

- Look up the calculated total energy of the sixth one.
  -360.4902 Eh

=====

- The lowest energy above the lowest of the compared OMol25 structures with the same formula, charge and spin belongs to which entry?
  number 4

=====

- maximum force of number 5 (C4H5NO2)?
  1.1 eV/Å